The ion C5H12N with charge +1, computed with ωB97M-V/def2-TZVPD.

Each line ends with the Mulliken charge.
Cartesian coordinates (Å):
C -2.287050 1.089397 -0.148935  -1.28
C -1.021056 0.222574 -0.031831  0.76
C -1.281103 -1.191906 0.134562  -1.67
C 0.239685 0.640146 -0.048753  -0.42
C 1.432078 -0.523938 -0.026354  -0.56
N 2.751206 0.139610 0.064833  -0.20
H -2.757883 0.701733 -1.117129  0.35
H -3.018730 0.724795 0.617585  0.35
H -2.183923 2.220736 -0.141610  0.32
H -2.326075 -1.326606 0.112863  0.44
H -0.987303 -1.540869 1.161392  0.36
H -0.740892 -1.654763 -0.585087  0.44
H 0.716748 1.506878 -0.365946  0.44
H 1.066209 -1.076976 0.895608  0.29
H 1.191716 -1.067971 -0.945066  0.26
H 3.458709 -0.169225 0.751224  0.38
H 2.571379 1.074910 0.516684  0.38
H 3.176280 0.231477 -0.844048  0.36

Forces on the atoms, in the same order (eV/Å):
-0.230 -0.563 -0.842
-0.266 2.973 0.622
-0.823 0.478 3.453
2.103 -2.924 -0.415
-4.621 0.773 1.465
-0.131 1.305 1.931
0.466 0.966 1.010
0.698 0.631 -0.367
0.021 -1.625 -0.052
-1.135 -0.780 -0.509
0.006 0.145 -0.870
1.141 -2.332 -2.139
-0.196 2.211 -0.261
1.653 0.178 -1.126
1.276 -0.236 0.256
-0.352 -1.081 -0.592
0.041 -0.441 -1.187
0.349 0.321 -0.375

Results
Lowest unoccupied orbital energy (eV): -3.780
E_HOMO (eV): -13.242
Charge: +1
Spin multiplicity: 1
Gap between HOMO and LUMO (eV): 9.462
Energy above the lowest of the compared OMol25 structures with the same formula, charge and spin (kJ/mol): 245.5

A structure of composition CBr2ClNO2, computed with ωB97M-V/def2-TZVPD.

Each line ends with the Mulliken charge.
Cartesian coordinates (Å):
C -1.146222 -0.133293 0.399557  0.07
N 1.558088 0.115272 -0.491432  0.76
O 1.641225 0.625289 -1.526935  -0.38
O 2.332536 -0.349671 0.312752  -0.40
Cl -0.915695 -0.869380 1.894049  -0.07
Br -2.184610 -1.103423 -0.860460  -0.01
Br -1.285324 1.715204 0.272470  0.02

Forces on the atoms, in the same order (eV/Å):
-0.299 -0.315 -0.806
0.099 -1.505 2.726
0.423 0.827 -1.679
-0.625 0.580 -1.020
0.100 0.035 0.300
0.323 0.170 0.277
-0.021 0.208 0.202

Results
Lowest unoccupied orbital energy (spin up / spin down) (eV): -1.020 / -1.450
E_HOMO (spin up / spin down) (eV): -10.267 / -8.632
Charge: 0
Spin multiplicity: 1
Gap between HOMO and LUMO (spin up / spin down) (eV): 9.246 / 7.181
Energy above the lowest of the compared OMol25 structures with the same formula, charge and spin (kJ/mol): 135.8

A structure of composition C38H37F4N2S3Sb2Sc, computed with ωB97M-V/def2-TZVPD.

Each line ends with the Mulliken charge.
Cartesian coordinates (Å):
Sc -0.434263 -1.134812 0.454822  -0.55
C -0.842537 -3.129039 3.254749  -1.43
N -1.660208 -2.531740 2.190403  1.50
C -2.702185 -1.711678 2.834686  -1.65
C -2.303763 -3.625724 1.420532  -1.31
C -2.631886 -3.197414 0.000647  -0.55
N -1.390673 -2.673379 -0.543955  0.03
C -1.073470 -2.757998 -1.867388  0.37
C 0.251075 -2.441900 -2.197977  -0.31
F 1.058833 -2.084280 -1.128730  0.52
C 0.752094 -2.405116 -3.471402  -0.34
F 2.031921 -2.060303 -3.663365  -0.31
C -0.060641 -2.730952 -4.541809  -0.73
C -1.369788 -3.066536 -4.254846  0.22
F -2.198806 -3.380831 -5.257310  -0.32
C -1.876913 -3.083576 -2.966590  0.79
F -3.178636 -3.381109 -2.794541  -0.33
H -1.447267 -3.802971 3.874466  0.34
H -0.018217 -3.698851 2.823040  0.35
H -0.438269 -2.342436 3.892603  0.28
H -3.244730 -2.307536 3.579223  0.39
H -3.405585 -1.343102 2.091732  0.45
H -2.247485 -0.852274 3.328416  0.26
H -1.591698 -4.450822 1.362145  0.43
H -3.193175 -3.979298 1.956687  0.35
H -2.989847 -4.068539 -0.550533  0.52
H -3.435943 -2.451924 -0.018159  0.32
H 0.305451 -2.711335 -5.556405  0.51
S -2.127473 2.898110 -1.053001  -0.24
C -1.491231 1.488368 -0.539786  0.40
S -2.009607 0.707745 0.953426  -0.38
S -0.247008 0.604458 -1.386175  -0.45
C 2.944673 0.093001 0.716618  -1.29
C 3.097420 1.492586 1.300395  -0.48
C 1.815488 2.264243 1.604097  -1.12
Sb 0.746344 1.695218 3.403598  0.42
C 1.994562 2.772603 4.774572  0.49
C 3.374401 2.582776 4.801467  -0.12
C 4.166976 3.254212 5.722572  -0.80
C 3.586455 4.119257 6.637849  -0.58
C 2.212248 4.307605 6.628008  -0.65
C 1.422546 3.636528 5.704520  -0.54
C -0.791054 3.161104 3.326064  0.36
C -1.988355 2.895518 3.982628  -0.46
C -3.031724 3.810063 3.947601  -0.66
C -2.885779 4.995768 3.245186  -0.46
C -1.694873 5.269144 2.587809  -0.70
C -0.650194 4.358942 2.633618  -0.14
Sb 2.081851 -1.352267 2.079329  1.68
C 3.171263 -3.077884 1.445709  0.72
C 3.376703 -4.095937 2.373665  -0.54
C 4.059221 -5.247954 2.013405  -0.57
C 4.542598 -5.392050 0.720323  -0.53
C 4.344703 -4.381123 -0.207913  -0.83
C 3.659397 -3.228068 0.152245  -0.40
C 3.366888 -0.922669 3.715228  0.79
C 4.716267 -0.703481 3.461485  -0.52
C 5.587409 -0.444763 4.509466  -0.60
C 5.117685 -0.414584 5.814804  -0.66
C 3.775233 -0.645140 6.073091  -0.43
C 2.901036 -0.896592 5.024475  -0.67
H 3.925070 -0.308022 0.448651  0.67
H 2.347717 0.124870 -0.198392  0.49
H 3.671908 2.078215 0.573947  0.54
H 3.727135 1.427190 2.189687  0.03
H 1.108652 2.202586 0.772602  0.45
H 2.068873 3.317983 1.733211  0.54
H 3.849102 1.901350 4.107060  0.31
H 5.238721 3.098899 5.725929  0.45
H 4.202482 4.644521 7.356293  0.36
H 1.752567 4.983820 7.337867  0.41
H 0.351961 3.808522 5.698022  0.39
H -2.119124 1.961686 4.519918  0.31
H -3.961193 3.590711 4.457872  0.40
H -3.703067 5.703711 3.200359  0.37
H -1.584336 6.185766 2.023394  0.39
H 0.267513 4.582795 2.103277  0.25
H 3.021481 -3.989225 3.393911  0.37
H 4.217551 -6.031455 2.743400  0.42
H 5.075803 -6.290227 0.438607  0.39
H 4.722910 -4.486493 -1.216563  0.43
H 3.513992 -2.450307 -0.587630  0.33
H 5.101650 -0.741602 2.449483  0.26
H 6.635131 -0.267913 4.303913  0.44
H 5.798312 -0.208530 6.630310  0.42
H 3.404645 -0.620268 7.089269  0.44
H 1.847019 -1.042329 5.232647  0.30

Forces on the atoms, in the same order (eV/Å):
-0.896 0.093 -0.255
0.038 0.009 0.002
-0.033 0.091 0.002
-0.047 -0.011 0.009
0.012 0.011 -0.036
0.032 -0.050 0.050
-0.017 0.297 0.020
0.119 -0.103 -0.084
-0.014 -0.026 0.009
0.012 -0.041 -0.094
0.009 -0.067 0.013
0.008 0.003 0.000
-0.009 0.004 0.037
0.037 -0.005 0.027
-0.007 0.001 -0.008
0.023 -0.013 0.023
0.000 0.015 0.004
-0.001 0.005 0.005
-0.018 0.006 0.004
0.006 0.002 -0.009
0.000 0.004 -0.001
0.006 -0.006 0.006
0.006 -0.014 -0.005
0.003 0.021 -0.010
0.011 -0.009 -0.006
0.003 -0.002 0.026
0.012 -0.014 0.012
0.001 -0.003 -0.009
0.032 -0.002 0.026
0.023 0.118 0.069
0.111 -0.160 0.066
0.103 -0.209 0.301
0.025 -0.065 -0.060
0.138 0.058 -0.032
-0.062 0.078 0.029
-0.042 0.019 -0.049
0.036 -0.029 -0.010
0.001 0.019 0.048
-0.004 0.009 -0.016
0.016 0.005 0.021
-0.011 0.010 0.029
-0.025 0.068 -0.011
0.001 -0.032 -0.021
-0.027 0.008 0.018
0.000 -0.022 0.039
0.004 0.043 -0.022
-0.040 0.017 -0.007
0.030 -0.061 -0.065
0.664 0.052 -0.343
0.019 0.073 0.044
0.005 -0.028 -0.011
0.011 -0.032 0.011
0.002 -0.001 -0.002
0.004 -0.012 -0.011
0.000 0.022 -0.016
-0.294 -0.075 0.119
0.066 -0.072 -0.006
0.029 0.011 -0.034
-0.038 -0.021 0.039
0.026 -0.017 0.019
-0.057 0.062 0.020
-0.013 -0.017 0.004
-0.020 -0.032 0.062
-0.004 -0.022 0.002
0.022 0.110 -0.045
-0.009 -0.050 -0.015
-0.039 -0.009 0.051
0.019 -0.020 0.048
0.014 -0.009 -0.008
0.003 0.007 0.005
-0.004 0.000 0.004
0.003 0.002 0.009
-0.006 -0.009 -0.018
0.002 -0.002 -0.005
-0.005 0.003 0.000
0.003 0.017 0.006
-0.006 0.014 0.013
-0.008 0.003 0.003
0.004 -0.004 0.001
0.007 -0.011 -0.005
0.002 -0.004 -0.006
-0.006 0.001 -0.006
-0.012 -0.005 -0.025
0.012 0.000 -0.001
0.003 0.002 0.008
-0.008 0.018 0.006
0.008 -0.015 -0.001

Results
Lowest unoccupied orbital energy (eV): -0.097
E_HOMO (eV): -7.367
Charge: 0
Spin multiplicity: 1
Gap between HOMO and LUMO (eV): 7.270

A structure of composition C12H24Cl2MnN2S, computed with ωB97M-V/def2-TZVPD.

Each line ends with the Mulliken charge.
Cartesian coordinates (Å):
Mn 0.424713 0.019285 -0.961543  -0.16
Cl -0.559786 -1.908716 -1.722041  -0.44
Cl 0.531065 1.991866 0.289891  -0.51
C 2.054902 -0.619243 -0.823574  -0.49
H 2.834730 0.326515 -0.706095  0.24
H 2.436755 -1.412205 -1.553094  0.25
C -0.726320 1.103646 -2.236485  0.17
C 0.536526 0.849766 -2.632170  -0.04
H -0.862441 2.047470 -1.682438  0.58
C 0.797171 -0.210009 -3.749578  -0.95
H 1.521180 1.357474 -2.274060  0.65
C -0.331495 -0.063208 -4.764221  -0.79
H 1.781917 -0.083773 -4.217184  0.38
H 0.780392 -1.270272 -3.434652  0.33
C -1.720849 -0.206792 -4.139372  -0.68
H -0.233724 0.922054 -5.222618  0.32
H -0.267212 -0.819925 -5.540521  0.39
C -1.984240 0.738498 -2.932585  -0.80
H -2.525762 -0.092975 -4.878961  0.39
H -1.852871 -1.207296 -3.682001  0.27
H -2.374313 1.682773 -3.323768  0.41
H -2.788141 0.364233 -2.310769  0.20
C 2.393393 -1.219961 2.527583  -1.15
N 1.285577 -0.415979 3.037986  0.27
C 1.614384 0.631943 4.006305  -1.28
C 0.108736 -0.415241 2.391646  0.16
S 0.030831 -1.306658 0.914177  -0.35
N -1.013630 0.093975 2.950050  0.22
C -1.234447 -0.074625 4.391931  -1.00
C -2.238331 0.237441 2.150023  -0.83
H 3.180154 -1.215673 3.283569  0.49
H 2.789346 -0.825477 1.581313  0.34
H 2.076638 -2.256722 2.363573  0.37
H 1.026823 1.535819 3.793115  0.39
H 1.423045 0.284441 5.033296  0.31
H 2.681978 0.866274 3.907541  0.47
H -2.279732 0.187371 4.579515  0.39
H -1.059475 -1.105724 4.750035  0.30
H -0.598201 0.614431 4.956177  0.28
H -2.033986 0.895600 1.298211  0.18
H -2.639727 -0.717995 1.777965  0.35
H -2.985582 0.697580 2.803816  0.38

Forces on the atoms, in the same order (eV/Å):
-2.951 -1.809 5.281
0.004 -0.321 0.203
0.411 -0.380 0.184
4.391 1.703 -2.771
-1.519 -2.447 -0.011
-0.254 0.694 1.364
-1.153 3.244 -0.112
4.093 -0.383 -3.833
0.190 -0.706 0.098
-0.131 0.078 -0.273
-2.175 0.016 -0.921
-0.406 0.186 -0.098
-0.202 0.415 0.067
0.146 0.907 0.195
-0.778 -0.602 1.174
-0.125 0.069 -0.247
0.251 -0.023 -0.238
0.225 -0.440 -1.821
0.306 0.091 0.049
0.278 0.312 -0.801
0.077 0.222 0.069
0.106 -0.282 0.398
0.235 -0.232 0.017
-0.433 0.659 0.161
0.118 -0.100 0.169
0.157 -0.872 -0.484
-1.354 -0.467 1.874
0.155 -0.318 0.288
0.032 0.374 0.188
0.033 0.055 -0.195
-0.050 0.052 -0.040
-0.135 -0.039 0.264
0.049 0.344 0.027
0.194 -0.294 0.055
0.160 0.234 -0.225
-0.354 0.006 0.006
0.321 -0.112 0.137
0.027 0.340 -0.345
-0.317 -0.232 0.081
-0.077 -0.184 0.179
0.301 0.195 0.163
0.158 0.045 -0.278

Results
Lowest unoccupied orbital energy (spin up / spin down) (eV): -0.454 / -0.702
E_HOMO (spin up / spin down) (eV): -6.837 / -7.466
Charge: 0
⟨S²⟩: 3.966
Spin multiplicity: 4
Gap between HOMO and LUMO (spin up / spin down) (eV): 6.384 / 6.764

Values for total energy, a.u., ordered as above
-252.13762 -5851.37495 -4415.00502 -3050.53323